Molecular formula: C4H8NO2
Method: DFT, ωB97M-V/def2-TZVPD

Charge: -1
Frontier orbital gap, eV: 7.90
Energy relative to the best compared isomer or geometry (same formula, charge and spin), kcal/mol: 79.3
Strongest force on any atom, eV/A: 4.024

CARTESIAN COORDINATES (ANGSTROEM)
C 0.383 1.677 -1.116
C -1.103 1.281 -1.162
C -1.485 -0.184 -1.077
N -1.961 2.243 -1.558
C 1.575 -1.385 1.844
O 0.938 -1.034 0.826
O 1.580 -2.483 2.429
H 1.104 0.989 -1.575
H 0.367 2.537 -1.775
H 0.758 1.782 -0.063
H -1.982 1.458 -2.349
H -2.459 -0.314 -0.579
H -0.813 -0.655 -0.308
H -1.515 -0.807 -1.981
H 2.215 -0.558 2.303

Molecular formula: C4H8NO2
Method: DFT, ωB97M-V/def2-TZVPD

Charge: +1
Frontier orbital gap, eV: 11.16
Energy relative to the best compared isomer or geometry (same formula, charge and spin), kcal/mol: 46.8
Strongest force on any atom, eV/A: 4.746

CARTESIAN COORDINATES (ANGSTROEM)
O -2.353 -0.745 -0.273
C -1.545 0.329 0.112
N -0.200 -0.099 0.151
C 0.235 -1.250 0.320
O 1.516 -1.327 0.348
C 2.048 -0.065 -0.068
C 0.807 0.914 -0.094
H -3.294 -0.404 -0.334
H -1.720 1.016 -0.737
H -2.069 0.651 1.124
H -0.388 -2.208 0.487
H 2.544 -0.258 -1.083
H 2.944 0.257 0.525
H 0.890 1.747 0.629
H 0.585 1.442 -1.106

Molecular formula: C4H8NO2
Method: DFT, ωB97M-V/def2-TZVPD

Charge: +1
Frontier orbital gap, eV: 10.27
Energy relative to the best compared isomer or geometry (same formula, charge and spin), kcal/mol: 39.4
Strongest force on any atom, eV/A: 3.422

CARTESIAN COORDINATES (ANGSTROEM)
C -2.302 0.442 0.025
C -1.043 0.780 0.071
C -0.094 -0.195 -0.614
O -0.484 -1.592 -0.369
C 1.299 0.128 -0.042
N 1.619 -0.636 0.937
O 1.847 1.157 -0.577
H -2.967 1.044 0.595
H -2.833 -0.405 -0.452
H -0.789 1.668 0.581
H -0.196 0.084 -1.630
H 0.008 -2.137 -1.014
H 0.829 -1.215 1.159
H 2.474 -0.535 1.444
H 2.632 1.411 -0.115